Computed, not measured: C18H21FNO5PS2V as an isolated structure, with ωB97M-V/def2-TZVPD.

Energy above the lowest of the compared OMol25 structures with the same formula, charge and spin in kcal/mol: 1.01
E_HOMO (spin up / spin down) in eV: -7.2 / -8.8
Kohn-Sham gap (spin up / spin down) in eV: 6.90 / 8.48
Charge: 0
2S+1: 4

Each line ends with the Löwdin charge.
Geometry (Å):
V (0.297, 1.686, 0.735)  0.51
C (3.511, -4.243, -2.531)  -0.04
C (2.064, -4.070, -2.974)  -0.30
C (1.310, -5.382, -2.833)  -0.15
C (-0.137, -5.222, -3.261)  -0.13
C (-0.788, -4.133, -2.454)  -0.14
C (-2.135, -4.156, -2.183)  0.06
C (-2.721, -3.132, -1.444)  -0.26
F (-4.042, -3.198, -1.207)  0.07
C (-1.993, -2.084, -0.967)  0.08
C (-0.615, -2.042, -1.227)  -0.04
C (0.152, -0.905, -0.730)  -0.27
O (-0.446, -0.025, -0.052)  -0.11
C (1.531, -0.893, -1.068)  -0.01
C (2.050, -1.941, -1.772)  0.04
N (1.366, -3.010, -2.199)  0.04
C (-0.005, -3.069, -1.962)  -0.06
C (2.526, 0.204, -0.695)  -0.58
O (3.680, 0.061, -1.060)  0.05
O (2.064, 1.201, -0.024)  -0.14
H (3.915, -5.130, -3.018)  0.09
H (3.563, -4.389, -1.451)  0.10
H (4.152, -3.407, -2.802)  0.08
H (2.045, -3.769, -4.027)  0.16
H (1.363, -5.717, -1.793)  0.14
H (1.812, -6.130, -3.447)  0.12
H (-0.687, -6.155, -3.138)  0.12
H (-0.177, -4.966, -4.324)  0.13
H (-2.753, -4.969, -2.543)  0.13
H (-2.444, -1.286, -0.395)  0.14
H (3.106, -1.891, -1.991)  0.13
C (-4.237, 4.767, 1.852)  -0.08
C (-2.992, 5.277, 2.539)  -0.29
O (-2.211, 4.150, 3.001)  -0.34
P (-0.750, 3.917, 2.405)  -0.13
S (-0.099, 2.184, 3.144)  0.34
S (-0.711, 3.952, 0.411)  0.34
O (0.094, 5.173, 2.906)  -0.33
C (0.356, 5.330, 4.321)  -0.29
C (1.843, 5.229, 4.565)  -0.07
H (-4.859, 5.611, 1.549)  0.08
H (-4.810, 4.131, 2.527)  0.08
H (-3.968, 4.190, 0.968)  0.07
H (-3.232, 5.871, 3.420)  0.12
H (-2.397, 5.890, 1.859)  0.10
H (-0.185, 4.570, 4.887)  0.10
H (-0.033, 6.310, 4.598)  0.12
H (2.202, 4.238, 4.286)  0.07
H (2.052, 5.397, 5.622)  0.08
H (2.376, 5.974, 3.976)  0.08


Computed, not measured: an isolated ion of composition C18H21N2O3S and charge +1 at a distorted geometry, with ωB97M-V/def2-TZVPD.

Energy above the lowest of the compared OMol25 structures with the same formula, charge and spin in kcal/mol: 3.36
E_HOMO in eV: -11.5
Kohn-Sham gap in eV: 7.93
Charge: +1
2S+1: 1

Each line ends with the Löwdin charge.
Geometry (Å):
O (-1.296, -0.795, 6.057)  0.03
C (-0.741, -0.267, 2.697)  0.06
C (-1.505, -1.120, 3.090)  0.08
O (1.723, 2.913, 0.002)  0.04
O (1.721, 0.158, -4.939)  -0.03
S (1.739, 2.826, 2.751)  1.18
C (-1.391, -2.021, 6.020)  -0.52
C (0.650, 1.632, 3.414)  -0.26
C (0.107, 0.847, 2.431)  -0.32
C (1.337, 2.217, 1.123)  -0.47
C (2.428, 0.938, -1.329)  -0.01
C (1.077, 2.708, -2.246)  0.03
C (2.388, 0.272, -2.595)  0.04
C (0.990, 2.033, -3.526)  0.02
C (1.765, 2.166, -1.137)  -0.31
C (1.664, 0.812, -3.712)  -0.21
N (-1.904, -2.668, 4.927)  0.08
N (0.539, 1.198, 1.177)  0.15
C (-0.951, -2.826, 7.207)  0.00
C (-3.837, -1.432, 4.029)  -0.02
C (1.907, 0.319, -7.305)  -0.04
C (-0.336, 0.122, -6.204)  -0.03
C (-2.463, -2.073, 3.695)  -0.31
C (1.094, 0.696, -6.082)  -0.45
H (0.489, 1.434, 4.494)  0.12
H (3.000, 0.458, -0.531)  0.12
H (0.617, 3.692, -2.122)  0.12
H (3.004, -0.613, -2.740)  0.12
H (0.426, 2.498, -4.315)  0.10
H (-2.042, -3.674, 5.075)  0.15
H (0.108, 0.766, 0.344)  0.21
H (-0.625, -2.142, 8.009)  0.10
H (-1.748, -3.421, 7.596)  0.08
H (-0.164, -3.513, 6.911)  0.09
H (-4.204, -0.750, 3.265)  0.09
H (-4.557, -2.212, 4.217)  0.08
H (-3.686, -0.860, 4.911)  0.07
H (1.386, 0.601, -8.240)  0.10
H (2.101, -0.736, -7.302)  0.08
H (2.844, 0.838, -7.303)  0.08
H (-0.817, 0.542, -7.086)  0.08
H (-0.404, -0.963, -6.245)  0.09
H (-0.912, 0.425, -5.315)  0.08
H (-2.652, -2.842, 2.929)  0.15
H (1.130, 1.819, -6.097)  0.15


Computed, not measured: C18H21N3O4Os as an isolated structure, with ωB97M-V/def2-TZVPD.

Energy above the lowest of the compared OMol25 structures with the same formula, charge and spin in kcal/mol: 0.00
E_HOMO (spin up / spin down) in eV: -15.7 / -15.8
Kohn-Sham gap (spin up / spin down) in eV: 8.33 / 6.19
Charge: +2
2S+1: 5

Each line ends with the Löwdin charge.
Geometry (Å):
Os (-1.645, -0.206, -0.022)  1.75
O (-2.658, -1.235, 1.471)  -0.16
C (-3.861, -1.110, 1.834)  -0.09
C (-4.841, -0.307, 1.212)  -0.11
C (-6.156, -0.383, 1.711)  0.10
C (-7.129, 0.352, 1.089)  -0.09
C (-6.859, 1.165, -0.006)  0.09
C (-5.565, 1.263, -0.503)  0.06
C (-4.564, 0.532, 0.107)  -0.25
O (-3.301, 0.660, -0.359)  -0.25
N (-8.517, 0.269, 1.604)  -0.34
O (-8.696, -0.452, 2.560)  0.12
O (-9.354, 0.907, 1.010)  0.13
H (-4.155, -1.699, 2.705)  0.16
H (-6.409, -1.007, 2.558)  0.15
H (-7.672, 1.719, -0.456)  0.14
H (-5.331, 1.900, -1.344)  0.14
C (1.876, 3.453, -1.544)  -0.02
C (0.723, 3.649, -0.539)  -0.60
C (-0.254, 4.731, -1.038)  -0.02
C (1.273, 4.020, 0.856)  -0.02
C (0.010, 2.393, -0.411)  0.02
C (-0.599, 1.312, -0.307)  -0.19
H (2.388, 4.409, -1.657)  0.11
H (1.506, 3.149, -2.522)  0.10
H (2.594, 2.717, -1.186)  0.09
H (0.288, 5.675, -1.090)  0.10
H (-1.094, 4.855, -0.356)  0.10
H (-0.631, 4.497, -2.033)  0.10
H (1.748, 4.998, 0.774)  0.10
H (2.020, 3.302, 1.192)  0.09
H (0.478, 4.089, 1.598)  0.10
C (2.864, -3.026, 1.519)  0.02
C (1.667, -2.695, 0.702)  -0.23
C (1.107, -3.340, -0.399)  0.07
C (0.010, -2.594, -0.778)  -0.29
N (-0.103, -1.519, 0.045)  -0.18
N (0.917, -1.613, 0.936)  0.09
C (-0.977, -2.812, -1.872)  0.00
H (2.795, -4.053, 1.874)  0.11
H (2.968, -2.365, 2.377)  0.09
H (3.761, -2.943, 0.905)  0.11
H (1.468, -4.244, -0.860)  0.14
H (1.062, -0.903, 1.636)  0.18
H (-0.471, -3.120, -2.786)  0.11
H (-1.530, -1.897, -2.126)  0.06
H (-1.694, -3.588, -1.603)  0.11


Computed, not measured: C18H21N5O2Pb as an isolated structure at a distorted geometry, with ωB97M-V/def2-TZVPD.

Energy above the lowest of the compared OMol25 structures with the same formula, charge and spin in kcal/mol: 0.00
E_HOMO (spin up / spin down) in eV: -22.9 / -22.9
Kohn-Sham gap (spin up / spin down) in eV: 7.41 / 4.78
Charge: +4
2S+1: 1

Each line ends with the Löwdin charge.
Geometry (Å):
N (0.267, 2.739, -0.320)  0.08
C (0.266, 3.886, -0.256)  -0.19
C (0.267, 5.331, -0.195)  0.00
H (-0.761, 5.699, -0.248)  0.12
H (0.837, 5.727, -1.044)  0.12
H (0.730, 5.657, 0.738)  0.12
N (2.150, -1.428, -0.667)  0.09
C (3.111, -2.044, -0.801)  -0.17
C (4.319, -2.817, -0.977)  0.01
H (4.948, -2.345, -1.740)  0.12
H (4.061, -3.831, -1.302)  0.12
H (4.868, -2.866, -0.034)  0.12
N (-2.367, -1.449, -0.543)  0.08
C (-3.431, -1.865, -0.400)  -0.20
C (-4.758, -2.407, -0.234)  0.00
H (-4.743, -3.189, 0.528)  0.12
H (-5.096, -2.835, -1.187)  0.12
H (-5.445, -1.612, 0.067)  0.11
Pb (-0.139, 0.093, -0.946)  1.46
C (-0.017, -1.955, 1.439)  -0.07
O (0.070, -2.748, 2.249)  0.13
C (1.774, 0.725, 1.452)  -0.07
O (2.533, 1.025, 2.249)  0.13
C (0.484, 1.358, -3.278)  -0.08
C (-0.907, 1.429, -3.166)  -0.04
C (-1.670, 0.249, -3.166)  -0.05
C (-1.036, -0.990, -3.281)  -0.09
C (0.359, -1.059, -3.392)  -0.03
C (1.117, 0.112, -3.390)  -0.05
H (1.077, 2.280, -3.359)  0.16
H (-1.410, 2.406, -3.159)  0.17
H (-2.767, 0.306, -3.155)  0.17
H (-1.635, -1.908, -3.360)  0.16
H (0.845, -2.032, -3.563)  0.17
H (2.203, 0.064, -3.563)  0.17
C (-1.600, 3.217, 4.546)  0.05
N (-1.702, 2.153, 3.545)  -0.04
C (-2.691, 1.194, 3.458)  0.13
C (-2.348, 0.370, 2.414)  0.02
N (-1.160, 0.809, 1.869)  0.04
C (-0.796, 1.888, 2.539)  -0.05
H (-2.476, 3.876, 4.496)  0.13
H (-1.549, 2.787, 5.555)  0.13
H (-0.696, 3.798, 4.357)  0.11
H (-3.553, 1.176, 4.115)  0.18
H (-2.878, -0.494, 2.021)  0.13
H (0.053, 2.543, 2.361)  0.14